The following is a quantum chemistry calculation of C3H3NO2 in the gas phase at a distorted geometry, from the OMol25 dataset.

LUMO energy = 0.2 eV
ΔE to the lowest compared entry with this formula, charge and spin = 381.8 kJ/mol
SMILES = O=C=C/C=N/O
Kohn-Sham gap = 0.328 Eh

ORCA input file:
```
! RIJCOSX wB97M-V def2-TZVPD def2/J DEFGRID3
* xyz 0 1
O 2.55606 -3.18255 0.71930
C 1.76488 -2.34058 0.46895
C 0.72155 -1.57244 0.08147
C 0.45239 -0.14908 0.16184
N -0.57726 0.49157 -0.29327
O -0.71516 1.81425 0.03862
H -0.04046 -2.14411 -0.31359
H 1.37399 0.25439 0.65305
H -1.72011 1.97673 -0.07793
*
```

The following is a quantum chemistry calculation of 2 unconnected molecules or ions with the total composition C3H3NO2 at a distorted geometry, from the OMol25 dataset.

LUMO energy = 0.8 eV
ΔE to the lowest compared entry with this formula, charge and spin = 498.6 kJ/mol
SMILES = C#[N+][O-].C=C=O
Kohn-Sham gap = 0.376 Eh

ORCA input file:
```
! RIJCOSX wB97M-V def2-TZVPD def2/J DEFGRID3
* xyz 0 1
C 0.39976 1.98930 -1.98591
N 1.31363 2.07932 -1.23490
O 2.25664 2.01944 -0.57561
H -0.54364 2.39979 -2.26004
C 0.70652 -1.25550 1.46553
C 1.62820 -0.92913 0.61944
O 2.36634 -0.44482 -0.18477
H 0.53511 -0.72370 2.38891
H 0.30332 -2.21825 1.48743
*
```

- ΔE to the lowest compared entry with this formula, charge and spin of number 2 (C3H3NO2)?
  498.6 kJ/mol

- Look up the Kohn-Sham gap of the first one.
  0.328 Eh

- The highest ΔE to the lowest compared entry with this formula, charge and spin belongs to which entry?
  number 2